[1]
147
Properties=species:S:1:pos:R:3 method="wB97M-V/def2-TZVPD" homo_ha=-0.2754 total_energy_ev=-94565.447 e_above_lowest_kj_mol=81.9
C -0.549 3.694 -1.629
C -1.198 2.690 -0.662
C -2.603 2.268 -1.171
C -3.093 0.906 -0.630
C -1.961 -0.159 -0.840
C -0.548 0.109 -0.206
N -0.189 1.524 -0.572
O 0.979 1.806 -0.324
C 0.436 -0.990 -0.742
C -0.566 -0.011 1.361
C -1.295 3.276 0.750
H -0.405 3.310 -2.638
H 0.334 4.143 -1.175
H -1.137 4.597 -1.815
H -2.513 2.264 -2.258
H -3.351 2.991 -0.847
H -3.919 0.521 -1.226
H -3.329 0.818 0.429
H -1.906 -0.140 -1.934
H -2.297 -1.184 -0.681
H 0.210 -1.930 -0.242
H 1.430 -0.722 -0.381
H 0.441 -1.111 -1.823
H 0.344 0.349 1.836
H -0.759 -1.044 1.649
H -1.505 0.444 1.676
H -0.369 3.725 1.110
H -1.835 2.733 1.524
H -1.929 4.164 0.666
C 1.503 -2.676 4.038
O 2.746 -2.427 4.789
O 0.610 -1.659 4.285
C 1.611 -3.276 2.596
F 0.419 -3.917 2.337
F 1.765 -2.302 1.715
F 2.540 -4.201 2.526
C 4.004 -2.369 4.136
C 5.092 -2.054 5.198
H 5.008 -1.107 5.729
H 5.104 -2.911 5.872
H 6.106 -2.093 4.794
H 3.930 -1.738 3.245
H 4.319 -3.339 3.741
H 1.182 -3.457 4.736
C 2.546 1.259 5.055
C 2.726 1.538 3.569
O 1.977 2.653 3.104
O 1.176 1.082 5.331
H 2.822 2.204 5.531
H 3.229 0.466 5.364
H 2.559 0.630 2.977
H 3.775 1.632 3.276
H 1.079 2.621 3.456
H 0.952 0.244 4.898
C -0.536 -5.668 0.155
C -1.658 -4.733 -0.264
O -1.822 -4.926 -1.699
O -0.656 -6.056 1.504
H 0.395 -5.202 -0.180
H -0.542 -6.579 -0.447
H -1.297 -3.707 -0.148
H -2.532 -4.779 0.385
H -2.688 -5.281 -1.914
H -0.113 -5.377 1.934
C -2.914 -3.917 4.399
C -2.615 -2.918 3.270
O -2.289 -1.677 3.845
O -1.679 -4.362 4.981
H -3.574 -4.749 4.153
H -3.448 -3.417 5.212
H -3.480 -2.690 2.641
H -1.715 -3.093 2.677
H -1.337 -1.524 3.940
H -1.231 -3.524 5.158
C -4.536 0.798 4.154
C -4.133 1.601 2.926
O -5.245 1.796 2.048
O -3.396 0.588 4.991
H -4.931 -0.124 3.712
H -5.348 1.215 4.747
H -3.353 1.026 2.420
H -3.665 2.537 3.234
H -5.680 0.974 1.810
H -2.774 0.066 4.460
O 3.484 -5.391 -1.671
C 2.384 -5.302 -2.183
N 1.523 -6.327 -2.411
C 1.760 -3.913 -2.328
H 1.875 -7.264 -2.306
H 0.563 -6.056 -2.542
H 2.205 -3.366 -3.155
H 1.872 -3.463 -1.342
H 0.695 -4.148 -2.376
O -0.675 7.022 -1.347
C 0.488 7.336 -1.597
N 1.160 7.978 -0.644
C 1.193 7.050 -2.886
H 0.617 8.377 0.109
H 2.060 7.733 -0.249
H 0.374 7.176 -3.599
H 1.310 5.968 -2.984
H 2.094 7.599 -3.142
O -1.964 -0.815 -4.375
C -1.593 -1.984 -4.374
N -0.289 -2.254 -4.338
C -2.525 -3.179 -4.307
H 0.398 -1.533 -4.498
H -0.099 -3.238 -4.437
H -2.128 -4.159 -4.567
H -3.503 -3.106 -4.779
H -2.865 -3.193 -3.268
O -4.955 -1.353 -2.297
C -5.255 -1.017 -3.428
N -5.608 -1.937 -4.341
C -5.346 0.464 -3.842
H -5.874 -2.827 -3.949
H -5.828 -1.753 -5.305
H -6.353 0.867 -3.780
H -5.038 0.516 -4.890
H -4.537 0.968 -3.317
O 3.514 6.724 1.218
C 3.003 5.620 1.409
N 2.395 5.331 2.560
C 3.060 4.606 0.247
H 2.582 6.005 3.287
H 2.262 4.343 2.771
H 4.071 4.205 0.351
H 2.993 5.179 -0.677
H 2.452 3.713 0.100
O 5.064 -0.734 -4.189
C 5.186 0.012 -3.232
N 5.994 1.083 -3.255
C 4.238 -0.127 -2.092
H 6.305 1.309 -4.187
H 5.937 1.747 -2.502
H 3.944 -1.139 -1.825
H 3.356 0.440 -2.395
H 4.598 0.421 -1.217
O 1.237 0.846 -3.338
C 1.073 1.699 -4.229
N -0.079 1.728 -4.890
C 2.140 2.720 -4.580
H -0.867 1.143 -4.650
H -0.151 2.367 -5.666
H 2.027 3.565 -3.896
H 1.959 3.126 -5.575
H 3.178 2.446 -4.405

[2]
129
Properties=species:S:1:pos:R:3 method="wB97M-V/def2-TZVPD" homo_ha=-0.2942 total_energy_ev=-58488.253 e_above_lowest_kj_mol=0.0
C -1.307 3.096 3.922
C -1.892 1.738 3.499
C -0.704 0.873 3.039
C -2.477 1.027 4.713
C -3.829 1.591 5.129
C -4.798 1.638 3.929
C -4.233 2.237 2.649
C -5.102 1.707 1.483
C -4.365 3.773 2.671
N -2.874 1.743 2.423
O -2.366 2.337 1.253
H -0.977 3.604 3.013
H -2.077 3.694 4.414
H -0.470 3.007 4.610
H -0.945 -0.189 2.936
H -0.291 1.239 2.100
H 0.120 0.865 3.759
H -2.587 -0.055 4.580
H -1.809 1.080 5.580
H -4.256 1.020 5.958
H -3.747 2.587 5.583
H -5.673 2.169 4.308
H -5.103 0.598 3.776
H -5.181 0.622 1.553
H -4.655 2.005 0.538
H -6.103 2.131 1.584
H -4.491 4.199 1.674
H -3.492 4.283 3.080
H -5.228 4.079 3.263
H -2.064 1.599 0.707
C 5.526 -0.894 3.048
C 4.715 -2.032 2.396
C 4.870 -1.832 0.846
C 5.400 -3.361 2.740
C 4.550 -4.563 2.299
C 3.174 -4.435 2.959
C 2.448 -3.146 2.534
C 1.948 -3.235 1.087
C 1.216 -3.016 3.446
N 3.343 -2.039 2.863
O 2.731 -0.788 2.655
H 5.356 -0.959 4.122
H 6.576 -1.017 2.784
H 5.237 0.060 2.606
H 4.060 -1.228 0.425
H 5.784 -1.276 0.633
H 4.870 -2.761 0.275
H 6.371 -3.354 2.244
H 5.546 -3.452 3.819
H 4.566 -4.750 1.228
H 5.026 -5.427 2.778
H 3.279 -4.419 4.043
H 2.559 -5.290 2.672
H 1.522 -4.228 0.926
H 2.699 -2.925 0.368
H 1.057 -2.606 0.959
H 0.720 -2.065 3.242
H 1.489 -3.015 4.502
H 0.491 -3.814 3.269
H 2.596 -0.679 1.693
C -2.816 3.346 -3.762
C -1.314 3.119 -3.921
C -0.514 3.848 -2.839
C -1.107 1.603 -3.713
C 0.197 1.040 -4.226
C 0.584 1.522 -5.629
C 0.355 3.033 -5.851
C 1.513 3.845 -5.243
C 0.315 3.252 -7.361
N -0.961 3.413 -5.305
O -1.189 4.779 -5.591
H -3.351 2.876 -4.587
H -3.086 4.406 -3.804
H -3.170 2.995 -2.792
H -0.181 4.849 -3.126
H 0.421 3.346 -2.576
H -1.038 3.962 -1.887
H -1.156 1.390 -2.638
H -1.961 1.040 -4.112
H 0.226 -0.047 -4.127
H 0.976 1.394 -3.538
H 0.141 0.924 -6.423
H 1.673 1.413 -5.643
H 1.240 4.897 -5.200
H 1.828 3.403 -4.299
H 2.428 3.789 -5.844
H -0.563 2.775 -7.803
H 0.198 4.300 -7.646
H 1.244 2.872 -7.785
H -2.000 4.798 -6.108
C 3.268 -3.017 -3.032
C 1.904 -3.270 -2.422
O 1.252 -2.014 -2.196
H 3.817 -2.321 -2.394
H 3.189 -2.619 -4.039
H 3.804 -3.967 -3.012
H 1.927 -3.928 -1.552
H 1.271 -3.770 -3.169
H 0.361 -2.168 -1.830
C 2.316 2.031 0.541
C 2.087 1.067 -0.611
O 1.857 -0.220 -0.022
H 1.376 2.262 1.045
H 2.699 3.006 0.230
H 3.021 1.608 1.256
H 2.984 1.002 -1.237
H 1.254 1.396 -1.236
H 1.700 -0.873 -0.735
C -2.303 -2.841 -3.401
C -2.408 -2.138 -2.045
O -1.310 -2.515 -1.200
H -1.277 -2.819 -3.765
H -2.891 -2.327 -4.163
H -2.654 -3.870 -3.308
H -3.336 -2.300 -1.492
H -2.382 -1.063 -2.244
H -1.383 -3.451 -0.985
C -2.310 -2.572 1.793
C -2.975 -2.865 3.124
O -2.521 -4.157 3.540
H -2.596 -1.626 1.332
H -2.626 -3.390 1.134
H -1.221 -2.580 1.827
H -4.059 -2.894 2.992
H -2.680 -2.101 3.848
H -2.523 -4.185 4.500
O -0.955 0.194 -0.226
H -0.047 -0.057 0.015
H -1.307 -0.585 -0.667

[3]
140
Properties=species:S:1:pos:R:3 method="wB97M-V/def2-TZVPD" homo_ha=-0.4214 charge=+3 total_energy_ev=-80462.100
Ba -3.251 -2.786 -5.887
Al 0.652 0.137 6.156
C 4.730 7.761 2.091
C 3.237 8.166 2.314
C 2.926 9.521 1.594
C 2.830 9.420 0.099
C 1.786 8.385 -0.325
C 1.916 6.984 0.412
N 2.276 7.065 1.835
O 2.389 5.872 2.645
C 2.897 6.013 -0.250
C 0.463 6.338 0.347
C 3.087 8.540 3.841
H 5.032 7.820 1.045
H 4.860 6.729 2.415
H 5.500 8.350 2.588
H 3.899 10.003 1.684
H 2.139 10.026 2.155
H 3.743 8.992 -0.315
H 2.793 10.402 -0.372
H 1.892 8.147 -1.383
H 0.861 8.949 -0.206
H 2.944 6.069 -1.337
H 2.650 4.963 -0.097
H 3.890 6.203 0.157
H -0.082 6.642 -0.548
H 0.005 6.875 1.177
H 0.499 5.249 0.354
H 2.100 8.898 4.134
H 3.832 9.243 4.213
H 3.156 7.631 4.438
N -1.288 -1.403 -0.574
O -0.631 -1.137 -1.569
O -0.950 -1.117 0.605
O -2.113 -2.323 -0.670
C 5.375 -1.402 -0.895
C 5.792 -1.080 0.579
O 4.722 -0.453 1.281
H 6.223 -1.855 -1.410
H 5.075 -0.454 -1.342
H 4.583 -2.151 -0.880
H 6.592 -0.341 0.538
H 6.066 -1.926 1.209
H 4.465 0.406 0.938
C 2.548 -4.281 4.815
O 3.179 -3.494 5.873
C 3.954 -4.339 6.666
C 4.734 -3.385 7.724
N 3.733 -2.696 8.639
C 4.365 -1.683 9.549
C 5.392 -0.667 8.963
O 5.011 -0.244 7.631
C 6.103 0.465 7.008
H 3.087 -4.376 3.872
H 1.591 -3.899 4.460
H 2.206 -5.290 5.045
H 4.568 -5.026 6.084
H 3.387 -5.059 7.255
H 5.202 -2.689 7.028
H 5.454 -3.970 8.296
H 3.464 -3.467 9.233
H 5.123 -2.216 10.123
H 3.760 -1.281 10.361
H 6.441 -0.956 9.018
H 5.554 0.217 9.580
H 6.308 1.429 7.473
H 5.834 0.630 5.965
H 7.102 0.066 7.186
C 0.734 -4.812 -5.351
O 0.603 -3.660 -6.136
C 1.614 -3.463 -7.135
C 1.445 -1.990 -7.571
N 0.303 -1.913 -8.443
C 0.212 -0.566 -9.001
C -0.056 0.500 -7.955
O -1.126 0.354 -6.992
C -1.545 1.525 -6.384
H 1.384 -4.602 -4.501
H 0.912 -5.765 -5.850
H -0.218 -4.931 -4.833
H 1.456 -4.326 -7.781
H 2.563 -3.433 -6.599
H 2.339 -1.737 -8.141
H 1.474 -1.281 -6.743
H 0.392 -2.537 -9.232
H -0.645 -0.532 -9.674
H 1.095 -0.364 -9.607
H -0.467 1.333 -8.526
H 0.850 0.764 -7.411
H -2.065 2.158 -7.104
H -0.711 2.129 -6.025
H -2.232 1.345 -5.557
C -6.177 -6.706 -4.927
O -5.408 -6.326 -6.050
C -5.512 -7.169 -7.173
C -4.377 -6.984 -8.227
N -4.406 -5.780 -9.014
C -5.636 -5.587 -9.700
C -5.561 -4.090 -10.317
O -5.831 -3.214 -9.201
C -6.204 -1.913 -9.543
H -7.262 -6.761 -5.014
H -5.953 -6.015 -4.114
H -5.902 -7.707 -4.592
H -6.454 -7.199 -7.720
H -5.353 -8.204 -6.871
H -4.404 -7.837 -8.905
H -3.343 -7.078 -7.894
H -3.815 -5.817 -9.832
H -6.556 -5.575 -9.116
H -5.750 -6.275 -10.537
H -6.351 -4.032 -11.066
H -4.593 -3.893 -10.777
H -6.441 -1.363 -8.633
H -7.075 -1.927 -10.198
H -5.351 -1.378 -9.962
C -3.609 -2.735 7.585
O -3.365 -1.920 6.509
C -4.576 -1.882 5.761
C -5.226 -0.528 6.124
N -4.503 0.614 5.563
C -4.983 1.944 6.058
C -4.495 2.228 7.477
O -3.115 2.549 7.440
C -2.882 4.070 7.280
H -2.810 -2.638 8.320
H -3.855 -3.772 7.357
H -4.362 -2.351 8.273
H -5.324 -2.664 5.888
H -4.341 -1.892 4.697
H -5.205 -0.381 7.204
H -6.238 -0.401 5.739
H -4.727 0.610 4.578
H -6.060 2.002 6.218
H -4.677 2.714 5.350
H -4.545 1.457 8.246
H -5.116 2.978 7.965
H -2.914 4.270 6.209
H -1.893 4.394 7.603
H -3.435 4.808 7.860